{"formula": "C23H20N3", "method": "the ωB97M-V functional and the def2-TZVPD basis", "fmax_ev_per_a": 5.3, "gap_ev": 6.79, "lumo_energy_ev": -5.344, "total_energy_ev": -28637.378, "homo_ev": -12.1, "multiplicity": 1, "de_lowest_ev": 2.077, "charge": 1, "symbols": ["C", "C", "C", "C", "C", "C", "C", "C", "C", "C", "C", "C", "C", "C", "C", "H", "H", "H", "H", "H", "H", "H", "H", "H", "H", "H", "H", "H", "H", "H", "C", "N", "N", "C", "C", "C", "C", "C", "N", "C", "C", "H", "H", "H", "H", "H"], "coordinates": [[3.14059, 3.43116, 4.22727], [1.87979, 3.01518, 3.51562], [0.88024, 2.34245, 4.23528], [-0.24197, 1.84930, 3.56848], [-0.39328, 2.00087, 2.18193], [-1.56355, 1.25528, 1.52255], [-2.40052, 1.96517, 0.46352], [-3.70153, 1.44666, 0.29233], [-4.43421, 1.73405, -0.83558], [-3.90134, 2.55836, -1.82610], [-4.68876, 2.79533, -3.08246], [-2.67566, 3.20769, -1.59047], [-1.95846, 2.95226, -0.41658], [0.58048, 2.70731, 1.47140], [1.67357, 3.27389, 2.15504], [3.78645, 4.02138, 3.56476], [2.93809, 4.01287, 5.14068], [3.71450, 2.54768, 4.55336], [0.98874, 2.18817, 5.31492], [-1.05996, 1.38563, 4.13001], [-2.27612, 0.99652, 2.32879], [-4.11179, 0.78806, 1.06518], [-5.43136, 1.28432, -0.97708], [-4.10549, 3.37312, -3.80824], [-4.99069, 1.84222, -3.54856], [-5.62335, 3.33644, -2.85985], [-2.29417, 3.90493, -2.33685], [-1.07986, 3.55300, -0.19986], [0.51554, 2.83591, 0.39716], [2.38376, 3.91491, 1.62705], [-1.04955, -0.02578, 0.94743], [-0.11539, -0.88809, 2.31385], [0.58988, -0.98624, 3.18683], [-2.01093, -1.03769, 0.37675], [-2.21860, -1.03391, -1.00929], [-3.20866, -1.83338, -1.58603], [-3.95998, -2.70112, -0.79047], [-5.01440, -3.49545, -1.36175], [-5.87848, -4.14937, -1.81123], [-3.63374, -2.81311, 0.56301], [-2.65711, -2.00016, 1.15809], [-0.19545, 0.12312, 0.26240], [-1.67019, -0.31930, -1.62721], [-3.37504, -1.79475, -2.66587], [-4.14093, -3.58271, 1.15137], [-2.43891, -2.11785, 2.22396]]}

{"formula": "C5H5NO", "method": "the ωB97M-V functional and the def2-TZVPD basis", "fmax_ev_per_a": 1.8, "gap_ev": 11.12, "lumo_energy_ev": 0.523, "total_energy_ev": -8800.419, "smiles": "C#C[C@@H](C#N)CO", "homo_ev": -10.6, "multiplicity": 1, "de_lowest_ev": 3.001, "charge": 0, "symbols": ["C", "C", "C", "C", "N", "C", "O", "H", "H", "H", "H", "H"], "coordinates": [[-1.69981, -0.45541, -1.63150], [-1.05597, -0.40484, -0.61377], [-0.25443, 0.30773, 0.38764], [-0.80714, 0.32436, 1.75236], [-1.19564, 0.35148, 2.84224], [1.27156, -0.00126, 0.39563], [1.80863, 0.13288, -0.88981], [-2.28566, -0.63842, -2.49766], [-0.48405, 1.23298, -0.16750], [1.47592, -0.99783, 0.82105], [1.78618, 0.72432, 1.03516], [1.44041, -0.57598, -1.43383]]}

{"formula": "BrH14O7", "method": "the ωB97M-V functional and the def2-TZVPD basis", "fmax_ev_per_a": 3.1, "gap_ev": 9.13, "lumo_energy_ev": 2.902, "total_energy_ev": -84605.872, "homo_ev": -6.2, "multiplicity": 1, "de_lowest_ev": 0.955, "charge": -1, "symbols": ["Br", "O", "H", "H", "O", "H", "H", "O", "H", "H", "O", "H", "H", "O", "H", "H", "O", "H", "H", "O", "H", "H"], "coordinates": [[-0.07526, 0.23749, 0.74353], [3.27042, 1.10316, 0.62920], [3.28626, 0.37273, 0.01812], [2.42005, 0.97163, 1.07715], [-1.41757, -1.50198, -1.58235], [-0.99541, -0.94112, -0.89796], [-2.33369, -1.34104, -1.65423], [0.75047, 1.39769, -2.44270], [0.48914, 1.34077, -1.51240], [0.13307, 1.92504, -2.94192], [2.10429, 0.24654, 3.10129], [1.38275, 0.64515, 2.70551], [2.26524, -0.49409, 2.52389], [-3.21500, 0.63081, -0.91626], [-2.53395, 0.73094, -0.26799], [-4.00798, 0.30065, -0.52878], [-2.80540, -1.16621, 2.15026], [-3.66282, -0.85499, 1.90382], [-2.17913, -0.57577, 1.76716], [2.63703, -1.20298, -1.11829], [2.62148, -1.04282, -2.03286], [1.86600, -0.78162, -0.72419]]}